Record 1
A molecular structure, C18H36FO18 at a distorted geometry. Source: the Open Molecules 2025 dataset; level of theory: ωB97M-V with the def2-TZVPD basis set.

## Properties
total energy	-58789.7639	eV
largest force on an atom	11.4	eV/A
lowest unoccupied orbital energy	2.529	eV
HOMO level	-4.2	eV

Geometry as ORCA input:
```
! wB97M-V def2-TZVPD RIJCOSX def2/J DEFGRID3
* xyz -1 1
F -13.9375 32.2600 -24.9308
C -15.9546 32.8260 -23.2331
O -17.1898 32.3289 -23.8171
C -17.1714 31.7832 -25.0545
O -16.1578 31.5603 -25.6575
O -18.3628 31.3070 -25.4204
C -19.4930 31.2465 -24.4960
H -15.9034 32.4557 -22.2092
H -15.9096 33.8963 -23.4343
H -15.0306 32.5282 -23.7287
H -19.3684 30.9553 -23.4530
H -20.2664 30.6444 -24.9729
H -20.0359 32.1917 -24.4982
C -13.4525 36.5092 -20.7981
O -14.7197 36.1793 -21.3975
C -14.9264 35.1228 -22.1555
O -16.0763 34.7565 -22.4355
O -13.7615 34.4763 -22.5498
C -13.8418 33.3739 -23.4302
H -12.6256 35.8486 -21.0590
H -13.3941 36.7270 -19.7317
H -13.1811 37.4119 -21.3455
H -12.9200 33.2301 -23.9940
H -14.7657 33.5098 -23.9923
H -13.9204 32.4364 -22.8797
C -12.2468 33.8480 -26.0120
O -12.3216 35.1418 -26.6059
C -12.7300 36.2543 -25.9157
O -12.5572 37.3870 -26.3278
O -13.3627 35.8679 -24.7604
C -13.7247 36.8574 -23.8158
H -11.4940 33.1935 -26.4512
H -13.2435 33.4710 -26.2411
H -12.2389 33.9540 -24.9271
H -13.9573 37.8718 -24.1401
H -12.9293 37.1970 -23.1523
H -14.6132 36.5460 -23.2665
C -13.9694 30.8096 -22.4325
O -15.4021 30.4498 -22.4365
C -15.8581 30.0726 -23.6104
O -15.3167 30.1530 -24.6996
O -17.1967 29.7216 -23.4376
C -17.9473 28.8791 -24.3967
H -13.6018 31.5876 -23.1016
H -13.2772 29.9676 -22.4440
H -13.8299 31.2477 -21.4441
H -17.9869 29.5123 -25.2831
H -18.9881 28.7013 -24.1261
H -17.3727 27.9641 -24.5405
C -15.4408 33.9572 -25.3229
O -15.0458 34.4958 -26.5348
C -14.4929 33.7080 -27.5265
O -14.4795 32.4421 -27.4917
O -13.8760 34.4674 -28.5705
C -14.0782 35.8870 -28.6723
H -16.1608 34.6584 -24.9010
H -14.6583 33.8508 -24.5717
H -16.0202 33.0377 -25.4061
H -15.0662 36.2585 -28.4007
H -13.9400 36.3413 -29.6535
H -13.2904 36.3980 -28.1188
C -11.4931 32.3731 -24.9063
O -11.3569 30.9826 -24.5368
C -12.2344 30.1313 -24.9083
O -13.1984 30.4008 -25.6718
O -11.8441 28.9827 -24.3870
C -12.7284 27.8724 -24.4320
H -10.6176 32.8554 -24.4716
H -12.2841 32.8140 -24.2995
H -11.5565 32.5894 -25.9727
H -12.3944 27.0431 -23.8085
H -12.9525 27.5273 -25.4413
H -13.6972 28.1689 -24.0300
*
```



Record 2
2 unconnected molecules or ions with the total composition C6H10S2 at a distorted geometry. Source: the Open Molecules 2025 dataset; level of theory: ωB97M-V with the def2-TZVPD basis set.

## Properties
total energy	-28050.0897	eV
largest force on an atom	5.2	eV/A
lowest unoccupied orbital energy	0.217	eV
HOMO level	-8.4	eV
energy above the lowest of the compared OMol25 structures with the same formula, charge and spin	98.0	kcal per mole

Geometry as ORCA input:
```
! wB97M-V def2-TZVPD RIJCOSX def2/J DEFGRID3
* xyz 0 1
C 0.2833 1.1606 -2.9261
C 0.9901 1.5068 -1.8723
C -0.9059 -2.3612 1.5290
C 2.2277 0.3461 0.1149
C -2.2820 -0.3629 2.4598
C 1.2686 0.3769 -0.8636
S 0.0891 -3.7579 1.4385
S -1.2259 -1.6996 3.0079
H -0.1186 1.8949 -3.7784
H -0.0711 0.1286 -2.8580
H 1.3157 2.4918 -1.5812
H -0.0544 -4.0258 0.1650
H 2.9385 1.0277 0.2662
H 2.3807 -0.5654 0.5933
H -3.1512 -0.7186 2.0306
H -1.6245 0.2772 1.7418
H -2.6017 0.2444 3.2506
H 0.7249 -0.6225 -0.9003
*
```



Record 3
C21H20N4O4S in the gas phase at a distorted geometry. Source: the Open Molecules 2025 dataset; level of theory: ωB97M-V with the def2-TZVPD basis set.

## Properties
total energy	-47086.4579	eV
largest force on an atom	4.5	eV/A
lowest unoccupied orbital energy	0.065	eV
SMILES	O=C(O)c1ccn(C(=O)N2C[C@H]3C[C@H](Oc4cccc(-c5cncs5)c4)C[C@H]3C2)n1
HOMO level	-8.3	eV
energy above the lowest of the compared OMol25 structures with the same formula, charge and spin	75.0	kcal per mole

Geometry as ORCA input:
```
! wB97M-V def2-TZVPD RIJCOSX def2/J DEFGRID3
* xyz 0 1
O 6.7319 3.4516 0.0235
C 6.0530 4.4649 -0.0207
O 6.5236 5.6189 0.5142
C 4.6471 4.4184 -0.5007
C 3.8670 5.6051 -0.7985
C 2.6486 5.1179 -1.1851
N 2.7094 3.6993 -1.2302
C 1.6352 2.8707 -1.5941
O 0.6488 3.3226 -2.1382
N 1.6929 1.4532 -1.5039
C 2.8179 0.7115 -0.9923
C 2.4267 -0.7583 -1.0721
C 2.2365 -1.4147 0.3327
C 0.7553 -1.4695 0.6374
O 0.3601 -2.5558 1.5133
C -0.8980 -2.4913 2.1073
C -1.3833 -3.6433 2.7363
C -2.6457 -3.6812 3.2969
C -3.4260 -2.5642 3.2988
C -2.9477 -1.3651 2.7812
C -3.7694 -0.1902 2.8302
C -4.9479 -0.0391 3.5670
N -5.3853 1.2868 3.6494
C -4.6124 2.1000 3.0280
S -3.3086 1.3692 2.1748
C -1.6812 -1.3252 2.1564
C 0.1944 -1.6503 -0.7568
C 1.0706 -0.8248 -1.7398
C 0.5737 0.6176 -1.9640
N 3.9638 3.3368 -0.8323
H 7.3862 5.4221 0.9065
H 4.1689 6.6551 -0.7004
H 1.7850 5.7714 -1.4613
H 3.6751 0.9153 -1.6822
H 3.0322 0.9835 0.0417
H 3.2102 -1.3289 -1.6019
H 2.7425 -0.8539 1.1249
H 2.6265 -2.4405 0.3422
H 0.4868 -0.4813 1.0640
H -0.7957 -4.5546 2.7138
H -3.0027 -4.6184 3.7484
H -4.3966 -2.5990 3.7520
H -5.4505 -0.8281 4.1339
H -4.8058 3.1715 3.0041
H -1.3407 -0.4127 1.7084
H 0.2817 -2.7241 -1.0110
H -0.8684 -1.3510 -0.8426
H 1.1229 -1.3858 -2.6803
H -0.3090 0.8592 -1.3633
H 0.3593 0.7876 -3.0569
*
```